DFT (ωB97M-V/def2-TZVPD) results for a single C2H4N2O3 molecule.

Each line ends with the natural charge from an NBO analysis.
Element x y z (Å)
1 C 1.360 0.057 0.034  0.87
2 C -0.754 0.670 -0.023  0.28
3 H 3.266 -0.819 0.109  0.41
4 H 1.924 -1.882 0.439  0.40
5 H -0.264 1.655 0.105  0.23
6 H -3.469 -0.578 -0.077  0.48
7 N 2.250 -0.965 -0.142  -0.83
8 N -2.064 0.566 0.024  -0.17
9 O 1.558 1.220 -0.028  -0.61
10 O 0.105 -0.411 0.103  -0.50
11 O -2.462 -0.803 -0.051  -0.57

Atoms 1-6, force components in eV/Å:
C 0.9 -0.9 -0.7
C -3.5 0.2 1.6
H -1.9 0.4 -0.6
H 0.8 2.8 -2.2
H -0.9 -0.8 -0.4
H 2.5 -1.4 0.0

Its energy above the lowest of the compared OMol25 structures with the same formula, charge and spin is 73.8 kcal per mole. As for the structure (SMILES): NC(=O)O/C=N\O. Its calculated total energy is -11259.3647 eV. As for the spin multiplicity: 1. As for the net charge: 0.

DFT (ωB97M-V/def2-TZVPD) results for a single C2H4N2O4 molecule.

Each line ends with the natural charge from an NBO analysis.
Element x y z (Å)
1 N 0.913 -0.453 0.306  -0.42
2 C 1.127 0.683 -0.933  0.91
3 C -0.679 -0.159 0.943  0.89
4 N -1.574 -0.799 0.184  -0.91
5 O 0.802 -0.684 -1.133  -0.38
6 O -0.106 1.396 -0.520  -0.73
7 O 1.990 1.294 -1.524  -0.61
8 O -0.718 0.072 2.109  -0.49
9 H 0.128 1.887 0.284  0.49
10 H 1.741 -0.872 0.724  0.41
11 H -1.632 -1.805 0.265  0.41
12 H -1.991 -0.562 -0.706  0.43

Atoms 1-6, force components in eV/Å:
N -0.9 0.6 0.3
C -1.1 0.7 -1.8
C 2.5 -2.3 1.2
N -2.2 -0.9 -1.4
O 0.3 1.3 1.3
O 0.4 -0.1 -0.2

Its energy above the lowest of the compared OMol25 structures with the same formula, charge and spin is 88.0 kcal per mole. As for the structure (SMILES): NC(=O)[N@H+]1O[C@@]1([O-])O. Its calculated total energy is -13304.5438 eV. As for the spin multiplicity: 1. As for the net charge: 0.

DFT (ωB97M-V/def2-TZVPD) results for a single C2H4N2O5 molecule.

Each line ends with the natural charge from an NBO analysis.
Element x y z (Å)
1 C 0.759 0.275 -0.402  -0.32
2 C -0.629 -0.486 -0.211  0.15
3 N 1.845 -0.212 0.511  0.55
4 N -1.461 0.455 0.609  0.53
5 O 1.714 -1.326 0.912  -0.38
6 O -2.574 0.466 0.195  -0.38
7 O 2.813 0.493 0.654  -0.36
8 O -0.994 1.090 1.505  -0.35
9 O -1.218 -0.722 -1.407  -0.67
10 H 0.743 1.287 -0.147  0.24
11 H 1.205 -0.080 -1.239  0.24
12 H -0.345 -1.261 0.494  0.24
13 H -1.857 0.022 -1.473  0.50

Atoms 1-6, force components in eV/Å:
C -1.4 -1.2 2.9
C 3.8 1.9 0.7
N -0.2 0.4 -0.1
N 0.7 -0.8 -0.8
O 0.3 -1.7 1.1
O -2.9 1.2 0.2

Its energy above the lowest of the compared OMol25 structures with the same formula, charge and spin is 127.7 kcal per mole. As for the structure (SMILES): O=[N+]([O-])C[C@H](O)[N+](=O)[O-]. Its calculated total energy is -15349.8091 eV. As for the spin multiplicity: 1. As for the net charge: 0.

DFT (ωB97M-V/def2-TZVPD) results for a molecular structure, C2H4N2OS.

Each line ends with the natural charge from an NBO analysis.
Element x y z (Å)
1 C -1.162 -0.456 1.343  -0.25
2 C 1.805 0.725 -0.828  -0.06
3 H -1.241 -0.032 -1.208  0.48
4 H -1.373 -0.602 2.346  0.23
5 H 2.338 0.675 -1.827  0.20
6 H 2.790 0.858 -0.031  0.20
7 N -1.922 -1.174 0.623  -0.08
8 N 0.471 0.495 -0.698  -0.55
9 O -1.857 -1.013 -0.827  -0.60
10 S 0.149 0.524 1.107  0.44

Atoms 1-6, force components in eV/Å:
C -1.5 -1.7 -1.9
C -0.4 -1.0 0.3
H -2.3 -4.3 2.2
H -0.1 -0.2 2.2
H -1.6 0.3 0.7
H -3.6 -0.4 -1.3

Its energy above the lowest of the compared OMol25 structures with the same formula, charge and spin is 147.4 kcal per mole. Its calculated total energy is -17996.2658 eV. As for the spin multiplicity: 1. As for the net charge: 0.

DFT (ωB97M-V/def2-TZVPD) results for a single C2H4N2OS molecule.

Each line ends with the natural charge from an NBO analysis.
Element x y z (Å)
1 C -0.871 -0.115 -0.085  0.65
2 C 1.087 1.062 0.103  -0.23
3 H -2.290 -1.260 -0.045  0.33
4 H -0.109 -1.985 -0.054  0.41
5 H 1.229 1.203 1.179  0.20
6 H 1.627 1.804 -0.515  0.22
7 N -2.124 -0.262 -0.300  -0.68
8 N 0.090 -1.018 0.292  -0.77
9 O -0.332 1.164 -0.258  -0.48
10 S 1.693 -0.591 -0.318  0.36

Atoms 1-6, force components in eV/Å:
C -1.4 2.4 -1.2
C 0.0 1.3 -0.9
H -0.4 0.8 -0.5
H -0.1 1.2 0.7
H -0.2 0.2 -0.2
H -0.3 -0.3 0.6

Its energy above the lowest of the compared OMol25 structures with the same formula, charge and spin is 49.8 kcal per mole. As for the structure (SMILES): [H]/N=C1\NSCO1. Its calculated total energy is -18000.4981 eV. As for the spin multiplicity: 1. As for the net charge: 0.

DFT (ωB97M-V/def2-TZVPD) results for a single C2H4N2OS molecule.

Each line ends with the natural charge from an NBO analysis.
Element x y z (Å)
1 C 0.209 0.730 -1.212  -0.18
2 C -0.508 -0.619 1.144  0.21
3 H 0.266 1.710 -0.728  0.20
4 H 0.458 0.632 -2.219  0.21
5 H 1.478 -0.616 1.308  0.38
6 H -0.557 -1.029 2.159  0.18
7 N 0.760 -0.082 0.852  -0.35
8 N -1.576 -0.637 0.440  -0.57
9 O 1.070 -0.148 -0.542  -0.37
10 S -1.600 0.059 -1.201  0.30

Atoms 1-6, force components in eV/Å:
C -1.6 -0.7 1.5
C -0.6 0.0 -0.5
H -0.2 0.0 -0.5
H 0.7 0.5 -1.7
H 0.4 -0.1 0.1
H -0.1 0.1 -0.2

Its energy above the lowest of the compared OMol25 structures with the same formula, charge and spin is 87.8 kcal per mole. As for the structure (SMILES): C1=NSCON1. Its calculated total energy is -17998.8536 eV. As for the spin multiplicity: 1. As for the net charge: 0.

Number 1: highest occupied orbital energy -9.7 eV. Number 2: highest occupied orbital energy -10.1 eV. Number 3: highest occupied orbital energy -11.5 eV. Number 4: highest occupied orbital energy -8.8 eV. Number 5: highest occupied orbital energy -9.0 eV. Number 6: highest occupied orbital energy -8.5 eV.